{"formula": "C2H7N2", "method": "ωB97M-V/def2-TZVPD", "total_energy_ha": -189.66418, "total_charge": 1, "homo_energy_ha": -0.5773, "de_lowest_kcal_mol": 10.16, "smiles": "CNC=[NH2+]", "homo_lumo_gap_ev": 11.404, "largest_force_ev_per_a": 1.1, "symbols": ["C", "N", "C", "N", "H", "H", "H", "H", "H", "H", "H"], "positions_angstrom": [[0.03642, -1.04657, 1.30793], [-0.17885, 0.19377, 0.53370], [0.14405, 0.21323, -0.74018], [-0.14887, 1.19204, -1.55953], [-0.69189, -1.81368, 1.07420], [1.00690, -1.44291, 0.99129], [0.09318, -0.80892, 2.36449], [-0.11281, 1.10181, 0.96409], [0.65143, -0.66627, -1.12214], [-0.92020, 1.77657, -1.29217], [0.12064, 1.30092, -2.52167]]}

***

{"formula": "C18H30N2O5Pd", "method": "ωB97M-V/def2-TZVPD", "total_energy_ha": -1315.74072, "total_charge": 4, "homo_energy_ha": [-0.7746, -0.7755], "de_lowest_kcal_mol": 29.94, "homo_lumo_gap_ev": [7.376, 7.412], "largest_force_ev_per_a": 0.9, "symbols": ["Pd", "C", "C", "O", "C", "C", "O", "C", "C", "O", "C", "C", "O", "H", "H", "H", "H", "H", "H", "H", "H", "H", "H", "H", "H", "H", "H", "H", "H", "C", "C", "N", "C", "C", "C", "O", "C", "C", "C", "C", "N", "C", "H", "H", "H", "H", "H", "H", "H", "H", "H", "H", "H", "H", "H", "H"], "positions_angstrom": [[0.49060, 0.90271, -2.40128], [1.21342, 0.15410, -5.13899], [0.91702, -1.15076, -4.44200], [-0.10764, -0.94527, -3.42348], [-1.45299, -0.92052, -4.00089], [-2.43178, -0.25764, -3.05842], [-2.01455, 1.05687, -2.68970], [-2.34331, 2.12149, -3.59301], [-1.54200, 3.32657, -3.14729], [-0.12293, 3.04228, -3.12682], [0.49915, 3.27240, -4.41675], [1.79075, 2.50974, -4.43210], [1.52273, 1.10741, -4.07278], [0.37924, 0.53558, -5.72862], [2.09847, 0.06869, -5.77098], [1.79379, -1.52576, -3.91661], [0.58166, -1.90644, -5.15327], [-1.74692, -1.95571, -4.17996], [-1.41604, -0.39713, -4.95726], [-2.51598, -0.82537, -2.13082], [-3.41727, -0.24396, -3.52993], [-3.41108, 2.34702, -3.54243], [-2.10483, 1.83934, -4.62324], [-1.81019, 3.62914, -2.13570], [-1.73031, 4.17991, -3.80029], [0.68967, 4.33988, -4.54541], [-0.17100, 2.93759, -5.21219], [2.49284, 2.86402, -3.67903], [2.27469, 2.52531, -5.40858], [0.56093, -4.02559, 6.22761], [1.79350, -3.13076, 6.25246], [1.52311, -1.73167, 5.98979], [2.09564, -0.83268, 6.78869], [0.60143, -1.04239, 7.63610], [0.43432, -1.66877, 2.33347], [0.84737, -2.59113, 2.80407], [-0.08191, -0.55066, 1.64172], [-1.05113, 0.28714, 2.22350], [-1.57863, 1.27848, 1.42460], [-1.14789, 1.39277, 0.10958], [-0.22320, 0.57998, -0.44525], [0.30642, -0.38671, 0.29768], [0.88297, -5.05291, 6.38794], [0.04301, -3.97974, 5.27056], [-0.13965, -3.77258, 7.02119], [2.41381, -3.37611, 5.37272], [2.42269, -3.27607, 7.13452], [2.09539, 0.19812, 6.44836], [2.88656, -1.12332, 7.48253], [-0.28071, -0.80015, 7.05924], [0.86345, -0.23890, 8.33200], [0.56058, -2.00643, 8.12351], [-1.37946, 0.15224, 3.24654], [-2.32891, 1.96017, 1.80304], [-1.56104, 2.14765, -0.54290], [1.03612, -1.04145, -0.16545]]}

***

{"formula": "C5H9N3O", "method": "ωB97M-V/def2-TZVPD", "total_energy_ha": -435.33072, "homo_energy_ha": -0.3260, "de_lowest_kcal_mol": 79.69, "smiles": "[H]/N=C1/N(C)N=C[C@]1(C)O", "homo_lumo_gap_ev": 9.573, "largest_force_ev_per_a": 4.4, "symbols": ["H", "N", "C", "N", "C", "N", "C", "C", "C", "O", "H", "H", "H", "H", "H", "H", "H", "H"], "positions_angstrom": [[0.73567, -2.12160, -0.52277], [-0.19159, -1.86420, -0.15922], [-0.27128, -0.62588, -0.03213], [-1.32431, 0.16938, 0.15477], [-2.63247, -0.34819, -0.14761], [-1.00033, 1.53072, -0.23464], [0.20295, 1.59711, -0.57557], [0.82810, 0.26372, -0.26623], [1.65490, 0.16450, 1.11284], [1.64760, -0.41480, -1.20657], [-3.18946, 0.53577, 0.25485], [-2.63753, -1.31413, 0.35262], [-2.68869, -0.37017, -1.18658], [0.83423, 2.54892, -0.66972], [1.17781, 0.73343, 1.91051], [2.55050, 0.69616, 0.94875], [1.72296, -0.98542, 1.33554], [2.58092, -0.19532, -1.06882]]}

***

{"formula": "C33H38N4STl", "method": "ωB97M-V/def2-TZVPD", "total_energy_ha": -2069.44314, "total_charge": -1, "homo_energy_ha": -0.0605, "de_lowest_kcal_mol": 134.23, "homo_lumo_gap_ev": 4.241, "largest_force_ev_per_a": 5.1, "symbols": ["Tl", "N", "N", "C", "C", "C", "C", "H", "H", "H", "C", "C", "H", "H", "H", "C", "C", "H", "H", "H", "C", "H", "H", "H", "C", "H", "H", "H", "C", "H", "C", "H", "C", "H", "C", "H", "C", "C", "H", "C", "C", "H", "C", "H", "N", "C", "C", "C", "H", "C", "C", "H", "H", "H", "C", "H", "C", "C", "H", "H", "H", "C", "H", "H", "H", "S", "C", "N", "C", "C", "C", "C", "H", "H", "H", "H", "H"], "positions_angstrom": [[-0.01818, 0.00156, -0.78974], [2.08890, -0.07999, 0.40583], [1.24900, 2.67151, 0.27264], [-2.26651, 0.17123, 0.39089], [-1.52829, 0.62664, 1.52736], [-0.84951, -0.45949, 2.06532], [0.12046, -0.36923, 3.26245], [0.58448, 0.62514, 3.47252], [1.13189, -0.99739, 3.22375], [-0.36439, -0.88918, 4.10768], [-1.05840, -1.60608, 1.17824], [-0.46498, -3.03028, 1.23395], [-1.02534, -3.60192, 1.97956], [0.61072, -3.14480, 1.69548], [-0.24958, -3.55620, 0.27061], [-1.89705, -1.20050, 0.12282], [-2.46369, -2.07340, -0.98482], [-1.77655, -2.88614, -1.26505], [-2.71757, -1.49565, -1.88762], [-3.38359, -2.51463, -0.57289], [-1.48939, 2.04382, 2.07936], [-2.25831, 2.06679, 2.87080], [-1.74865, 2.81224, 1.33100], [-0.52228, 2.31330, 2.53924], [-3.24320, 0.96570, -0.43343], [-3.15438, 0.83445, -1.52869], [-3.18948, 2.04119, -0.21460], [-4.23751, 0.60662, -0.12598], [2.48734, -1.55478, 0.28479], [1.97477, -2.09959, -0.53537], [3.65547, -1.86687, 1.05566], [3.96147, -2.87318, 0.89047], [4.04617, -0.96698, 2.03747], [4.89934, -1.23618, 2.64336], [3.52245, 0.30788, 2.20218], [3.93380, 1.04627, 2.85831], [2.52713, 0.82400, 1.35672], [1.93142, 2.11370, 1.33905], [2.43866, 2.80896, 1.97627], [0.40109, 2.00740, -0.57922], [1.28125, 4.00351, -0.13551], [1.87150, 4.65253, 0.37364], [0.53505, 4.09693, -1.26319], [0.34679, 4.86016, -1.90616], [-0.01023, 2.86519, -1.54650], [-0.67438, 2.43023, -2.74791], [-1.97112, 2.89621, -2.99375], [-2.60739, 2.48026, -4.17182], [-3.62619, 2.82449, -4.37239], [-1.96156, 1.66495, -5.10692], [-2.66846, 1.18817, -6.34457], [-2.97923, 0.14039, -6.25310], [-2.02422, 1.24833, -7.22730], [-3.56802, 1.77443, -6.54634], [-0.63742, 1.29036, -4.86293], [-0.09092, 0.69995, -5.60236], [0.03558, 1.68099, -3.69448], [1.49466, 1.41915, -3.52070], [2.09942, 2.31508, -3.72909], [1.83453, 0.64668, -4.21988], [1.76078, 1.07617, -2.51300], [-2.65933, 3.85751, -2.07163], [-2.53209, 4.89629, -2.41081], [-2.28466, 3.81816, -1.04298], [-3.74480, 3.68069, -2.04016], [1.39813, -1.49646, 1.47432], [1.63465, -3.00287, 3.48446], [2.86138, -3.53380, 3.43233], [3.02728, -4.84332, 3.83568], [1.91699, -5.59347, 4.16802], [0.65816, -5.01257, 4.23593], [0.52316, -3.66226, 3.89744], [3.69474, -3.01410, 3.12176], [4.03731, -5.22403, 3.80019], [2.04571, -6.65260, 4.35473], [-0.20799, -5.60519, 4.48562], [-0.46678, -3.25209, 3.90299]]}

***

{"formula": "C6H13NO", "method": "ωB97M-V/def2-TZVPD", "total_energy_ha": -366.33785, "homo_energy_ha": -0.3248, "de_lowest_kcal_mol": 60.28, "smiles": "CNCCCCC=O", "homo_lumo_gap_ev": 9.797, "largest_force_ev_per_a": 4.2, "symbols": ["C", "N", "C", "C", "C", "C", "C", "O", "H", "H", "H", "H", "H", "H", "H", "H", "H", "H", "H", "H", "H"], "positions_angstrom": [[-2.33287, -0.38174, -1.13390], [-2.10488, -1.15416, 0.11812], [-0.66259, -1.24608, 0.45015], [0.02578, -0.05517, 1.09124], [0.39476, 1.00310, 0.10491], [1.75859, 0.68360, -0.55379], [2.89478, 0.61145, 0.36564], [3.78083, -0.15458, 0.36077], [-3.19417, -0.96499, -1.52163], [-2.50415, 0.67155, -1.08053], [-1.59727, -0.57785, -1.87805], [-2.69586, -0.73264, 0.79815], [-0.12905, -1.47016, -0.49636], [-0.68111, -2.21350, 1.07532], [-0.69390, 0.41359, 1.88523], [0.83894, -0.46088, 1.74530], [0.61792, 1.94847, 0.75091], [-0.29774, 1.39958, -0.65496], [1.71562, -0.17287, -1.29422], [2.08379, 1.43110, -1.32683], [2.78256, 1.42218, 1.19454]]}

***

Which formula does entry 5 have? C6H13NO

***

Number 5 is which compound? C6H13NO

***

Copy entry 5 word for word.
{"formula": "C6H13NO", "method": "ωB97M-V/def2-TZVPD", "total_energy_ha": -366.33785, "homo_energy_ha": -0.3248, "de_lowest_kcal_mol": 60.28, "smiles": "CNCCCCC=O", "homo_lumo_gap_ev": 9.797, "largest_force_ev_per_a": 4.2, "symbols": ["C", "N", "C", "C", "C", "C", "C", "O", "H", "H", "H", "H", "H", "H", "H", "H", "H", "H", "H", "H", "H"], "positions_angstrom": [[-2.33287, -0.38174, -1.13390], [-2.10488, -1.15416, 0.11812], [-0.66259, -1.24608, 0.45015], [0.02578, -0.05517, 1.09124], [0.39476, 1.00310, 0.10491], [1.75859, 0.68360, -0.55379], [2.89478, 0.61145, 0.36564], [3.78083, -0.15458, 0.36077], [-3.19417, -0.96499, -1.52163], [-2.50415, 0.67155, -1.08053], [-1.59727, -0.57785, -1.87805], [-2.69586, -0.73264, 0.79815], [-0.12905, -1.47016, -0.49636], [-0.68111, -2.21350, 1.07532], [-0.69390, 0.41359, 1.88523], [0.83894, -0.46088, 1.74530], [0.61792, 1.94847, 0.75091], [-0.29774, 1.39958, -0.65496], [1.71562, -0.17287, -1.29422], [2.08379, 1.43110, -1.32683], [2.78256, 1.42218, 1.19454]]}